A molecular structure, C42H41BrN6O3PPbS. Source: the OMol25 dataset; level of theory: ωB97M-V/def2-TZVPD.

```
96
Properties=species:S:1:pos:R:3:forces:R:3
P -1.348187 1.200465 -0.589764 -0.76 -0.32 -0.23
C -2.854996 -4.947557 0.477258 0.10 0.06 -0.06
C -1.010059 2.591935 -1.717422 0.42 -0.01 0.22
C -3.811118 -0.020971 -1.302926 0.05 0.02 -0.05
C -2.454225 0.135467 -1.606312 -0.03 0.16 -0.05
H 2.663579 -3.591501 -1.968090 0.00 0.00 -0.07
H -2.698995 2.343889 -3.015644 0.02 -0.06 0.01
H 7.231636 -2.268940 3.434798 -0.03 -0.05 0.09
H 3.992850 0.415269 -4.542924 -0.02 -0.04 0.02
H 0.570044 4.544123 -4.690240 -0.02 0.01 0.01
H -2.266278 -4.883746 -0.428135 -0.06 -0.01 0.01
H -2.438598 -0.459453 1.276836 0.02 -0.07 0.00
H 2.825950 -1.562356 2.478468 0.02 0.00 -0.02
H -0.068315 -1.260813 -3.528543 0.02 0.02 0.03
C 0.254301 -2.237601 0.450974 -0.26 0.24 0.73
C 6.165932 -1.226206 2.242491 -0.05 -0.11 0.05
Pb 1.573499 0.833667 0.452361 0.58 0.56 0.64
N 3.774171 -0.317023 1.143040 0.19 0.21 -0.27
N 0.487066 1.891893 2.682323 -0.09 0.10 -0.14
C 1.110220 3.110609 3.242436 -0.07 -0.01 0.20
H -0.502565 2.046310 2.499809 -0.03 -0.11 0.07
C 3.700220 -0.466798 -3.986492 0.04 0.05 -0.02
C 4.111474 -1.723648 -4.405418 -0.03 0.01 -0.02
C -4.626687 -0.831860 -2.073202 -0.03 0.00 0.00
H 0.476846 3.561497 4.011283 -0.05 -0.05 0.01
H -1.745294 3.678192 -4.842025 0.01 0.00 0.04
H 2.897910 3.631516 4.326987 0.01 -0.03 0.06
H -4.738455 1.993790 3.911705 0.04 0.00 -0.04
H -2.951613 -3.621979 3.602451 -0.02 -0.02 -0.04
N -1.429568 -3.256578 1.511406 -0.17 -0.13 0.19
C 3.791998 -1.218110 2.135884 0.01 0.15 -0.03
C -1.169597 3.519544 -3.938277 0.13 0.03 0.01
C 6.171066 -0.307774 1.204472 0.14 0.15 0.00
H 1.963832 3.635116 -0.270479 -0.14 0.04 0.08
H 1.231051 3.833297 2.437241 -0.02 0.06 0.01
C -4.323325 -5.088501 2.835377 -0.03 0.00 0.02
H -4.065243 3.979527 2.626535 0.05 -0.06 0.01
C 2.921328 -0.335366 -2.848700 -0.16 0.06 0.06
C 4.943474 -1.695229 2.713151 0.04 -0.06 0.07
C 0.966460 3.210629 -0.342972 0.53 -0.71 -0.02
H -3.908266 -0.255234 3.238065 0.03 0.05 -0.01
C -2.861745 2.912539 1.219097 0.05 0.01 -0.06
H 2.579328 0.645975 -2.533218 0.04 -0.04 0.00
C -2.788798 0.516862 1.583491 0.02 0.12 0.06
C -3.613336 0.630445 2.687408 -0.05 -0.01 -0.03
H -3.036001 4.242434 -0.465990 0.05 0.03 0.01
C 0.133305 4.019453 -3.851041 -0.20 -0.01 -0.19
C -3.697120 3.001338 2.334643 0.00 0.10 0.01
H -5.676268 -0.929968 -1.825470 0.04 -0.01 0.01
H -0.487232 0.369869 -4.059146 0.02 -0.03 0.06
H -2.347423 -1.841311 -4.354592 -0.01 0.00 0.06
O 3.042461 2.488984 1.481846 -0.02 -0.42 0.15
N 1.720499 -1.281178 -0.985188 0.27 0.33 0.31
H 7.104858 0.076903 0.822407 -0.03 -0.01 -0.02
C -4.096054 -1.503451 -3.165113 0.03 -0.01 0.00
C -2.420393 1.639267 0.829431 0.17 0.10 0.01
H 4.891029 -2.414880 3.521040 -0.03 0.02 -0.04
H -1.436399 4.237762 0.260636 -0.06 0.08 0.02
C 3.466451 2.346893 2.701687 0.11 -0.09 0.38
H -4.244611 0.501642 -0.462391 0.01 0.00 0.02
C -4.079253 1.885417 3.058580 0.01 -0.04 0.05
C 2.953358 -2.726588 -2.550460 -0.07 0.00 0.18
H -2.764465 5.051697 1.078952 -0.03 0.00 0.00
C -2.508627 -4.160939 1.569509 0.00 -0.06 -0.08
S 0.451362 -1.084231 1.790975 0.08 0.02 -0.40
C 0.276026 3.200127 -1.576507 -0.39 0.07 -0.53
H -4.724315 -2.145480 -3.770301 0.03 0.02 0.02
C -1.718164 2.786231 -2.896003 0.05 -0.01 -0.11
C 2.542074 -1.461964 -2.130391 0.12 0.01 -0.47
H 1.843849 4.276206 -2.589933 -0.05 -0.01 -0.03
H -1.282006 -2.629280 2.292328 -0.06 0.10 0.11
C -0.508401 -0.316374 -3.205921 -0.15 0.00 -0.05
N 1.020699 -2.253866 -0.685551 -0.19 -0.60 -0.47
C 2.472118 2.774376 3.806006 0.17 -0.12 -0.54
C -3.239576 -4.229240 2.749263 0.03 0.04 0.07
C 3.731007 -2.851889 -3.688416 0.00 0.02 0.03
H 4.728470 -1.825568 -5.288917 -0.02 0.00 0.02
C -4.683917 -5.871596 1.748119 -0.03 -0.01 0.00
N -0.635495 -3.184342 0.485968 0.22 0.07 -0.35
O 7.349131 -1.631423 2.724040 0.03 0.11 -0.10
H 4.043208 -3.834133 -4.018429 0.02 0.02 0.04
C 4.963309 0.122982 0.712767 -0.27 -0.31 0.03
H 0.125871 0.109836 -2.431676 0.05 -0.01 0.00
H -4.886589 -5.149074 3.758656 0.03 0.02 -0.04
H 0.533125 1.148659 3.372739 -0.09 0.00 0.07
H 2.414463 1.945124 4.517647 -0.01 0.12 0.10
C -2.759712 -1.338060 -3.486161 0.00 0.02 -0.03
H -4.226538 -6.403032 -0.278494 0.04 0.02 0.04
C -1.924691 -0.515873 -2.732398 0.07 0.00 0.03
H 0.410990 3.146397 0.584730 0.04 0.14 -0.02
C -3.946513 -5.795449 0.573599 -0.01 -0.03 0.02
O 4.551323 1.899778 3.057020 -0.34 0.13 -0.37
C 0.848553 3.856028 -2.691808 0.08 0.04 0.41
C -2.500264 4.179944 0.483929 -0.08 -0.13 0.01
Br 5.018014 1.324535 -0.737230 -0.12 0.07 0.03
H -5.534469 -6.537987 1.816466 0.04 0.03 -0.01
```
Positions in Å, forces in eV/Å.

The HOMO-LUMO gap comes out at 4.895 eV. Its LUMO energy is -5.04 eV. The value obtained for the relative energy (zero: lowest compared OMol25 entry of this formula, charge and spin) is 55.49 kcal per mole. Its net charge is +1. For the highest occupied orbital energy, the calculation gives -9.930 eV. For the energy, the calculation gives -5685.4870 Ha.

A molecular structure, C42H41BrO2P2Pd. Source: the OMol25 dataset; level of theory: ωB97M-V/def2-TZVPD.

```
89
Properties=species:S:1:pos:R:3:forces:R:3
C 2.080741 3.453608 -4.906292 -0.11 0.02 0.33
C 3.495200 3.514149 1.491501 0.05 0.10 -0.11
H -4.234648 -1.247813 -6.276920 0.05 0.12 -0.15
H 0.059301 -0.285613 -4.464586 -0.47 0.41 -0.53
H 4.018509 0.621151 -4.303503 -0.28 0.26 -0.01
H 2.704543 4.040562 -5.604172 0.03 -0.41 0.32
H 0.993024 0.058166 -7.106909 -0.10 0.08 0.34
Br 2.587338 -3.155344 1.230154 -0.34 0.79 -0.04
C -2.677488 -2.457078 -5.452123 -0.14 0.32 -0.08
C 3.896623 -1.441473 -2.742631 0.26 0.28 0.30
C -4.671775 1.173231 -2.161986 0.22 0.27 0.10
H -4.357741 3.541750 0.918758 -0.06 -0.17 -0.06
H 2.886245 1.335678 -6.950486 0.07 0.02 0.52
O 1.598315 -0.766656 0.272992 0.15 -0.11 -0.93
C -5.804142 1.781359 -1.615173 0.02 -0.13 0.07
C 1.535423 -2.181714 5.133205 -0.12 0.25 -0.62
H 2.399745 -3.825743 4.050601 0.03 0.14 -0.06
O 0.559640 0.962631 1.343824 1.23 -2.45 -1.39
C 2.522339 3.186538 -0.719559 0.01 0.51 0.06
C -4.445117 2.885217 0.058287 0.13 -0.18 0.02
H -0.705912 -1.323900 -0.575097 0.31 0.46 -0.56
C -1.042797 2.762523 -2.502188 0.29 0.98 -0.58
H 1.896294 -1.035532 -2.173968 0.25 -0.13 -0.23
C 0.877874 -0.277773 3.805758 0.15 0.04 -0.64
C -2.267995 -0.268099 -3.682833 -0.15 -0.25 -0.52
H 3.805421 6.327093 -0.374993 -0.19 -0.23 0.09
C 4.507713 1.117869 -1.698869 0.02 -0.32 -0.60
H -6.782564 1.571747 -2.045048 0.23 0.01 0.13
C 3.849812 4.823199 1.164709 -0.19 -0.02 -0.33
H 3.624545 -2.420004 -3.144637 0.26 0.23 0.28
C 2.862654 2.373615 -4.176992 0.40 1.50 -0.37
H -0.849404 2.087776 -4.664645 0.77 -0.38 0.38
H 2.484874 4.953090 -1.962510 0.24 0.06 0.08
Pd 0.373719 0.298201 -2.120546 -1.13 -1.77 0.22
C -5.693870 2.648417 -0.524908 0.27 -0.14 -0.20
H -4.757442 0.456838 -2.982419 -0.08 0.41 0.33
C -1.206707 -0.366530 -0.809363 -1.30 0.02 0.59
H 0.160034 3.718796 -5.860984 0.39 -0.16 -0.13
H 3.552560 -0.178891 -6.360508 -0.15 0.53 0.09
C 0.521450 0.501675 -5.061758 -0.61 -0.12 -0.38
C 2.879604 2.688099 0.550094 0.11 0.11 -0.21
H 1.741544 4.172614 -4.150331 -0.03 -0.02 -0.28
C 0.883892 2.904945 -5.695648 -0.70 0.17 -0.65
C 3.229138 1.197344 -4.789548 0.95 -0.36 0.10
H -1.807120 3.539908 -2.716835 0.47 -0.50 0.32
C -3.410886 1.514643 -1.637757 0.15 -0.27 0.37
H 1.604252 -2.696374 6.087695 -0.01 0.11 -0.17
H -3.785856 0.740613 -4.893056 0.37 -0.43 -0.08
H -2.317763 2.445484 -0.018631 -0.31 0.20 -0.09
H 1.567541 -1.117595 -5.956073 -0.05 0.10 0.09
H 3.733483 3.149791 2.489116 -0.08 -0.13 -0.27
C 0.141298 1.786594 -5.022521 -0.62 -0.19 -0.51
H 6.557540 0.657992 -2.209079 -0.34 -0.30 0.15
H 3.626653 2.780117 -3.496545 -0.15 -0.17 -0.29
C 2.797912 4.532734 -1.009647 0.29 -0.25 0.38
C 1.435474 -0.042431 -6.104390 1.00 -0.19 0.03
H 0.432585 0.713420 3.708062 0.12 -0.30 0.06
C -3.200954 -0.175669 -4.741248 0.17 0.14 0.48
C 2.902814 -0.600480 -2.251979 0.05 0.38 -0.42
C 1.924101 -2.186208 2.723599 -0.53 0.69 1.08
C 5.217703 -0.976008 -2.733537 -0.16 0.14 -0.26
C 1.352580 -0.884704 2.625607 0.30 -1.13 0.07
C -3.437275 -1.293812 -5.549748 -0.03 0.29 0.00
H -6.580827 3.129595 -0.115695 0.20 -0.13 -0.13
C 1.149974 -0.157444 1.290044 -1.39 1.85 3.50
C 1.997257 -2.821313 3.975446 -0.09 0.31 -0.24
H -1.113207 -3.421669 -4.337532 -0.13 0.01 0.08
H -0.916150 -1.656564 -2.693418 -0.20 -0.11 -0.25
H 4.381059 5.461888 1.878097 -0.23 -0.32 -0.29
C 2.833920 0.622952 -6.110632 0.22 -0.54 -0.64
C -1.735712 -2.540317 -4.441475 -0.10 -0.21 0.27
H 4.735492 2.082247 -1.228826 0.03 -0.38 -0.46
P 1.802184 2.145420 -2.049699 0.87 0.38 0.41
C 5.529102 0.284406 -2.198349 -0.42 0.05 0.18
H 0.457535 4.257622 -2.270310 -0.43 -0.50 0.03
H -2.228500 -0.641778 -1.090859 0.11 -0.17 0.56
H -1.178960 0.284371 0.070961 -0.13 -0.08 -0.35
C 3.508531 5.315710 -0.094914 -0.06 0.25 -0.14
C 0.262469 3.170412 -2.314659 -1.79 -0.28 0.22
H -2.822598 -3.282513 -6.151790 -0.01 0.30 0.24
C 3.171434 0.726881 -1.889912 0.82 -0.68 1.10
H 2.692779 1.652293 0.809245 0.08 0.29 -0.16
P -1.865714 1.072005 -2.454500 0.88 0.07 0.84
H 0.592487 -0.391406 5.926980 0.14 -0.21 -0.23
C -1.619422 -1.516817 -3.516682 0.50 0.77 -0.01
C 0.969634 -0.905848 5.042684 0.16 -0.17 -0.11
C -3.301016 2.294301 -0.469296 -0.26 0.24 -0.45
H 5.991552 -1.590628 -3.186981 -0.03 0.13 0.21
H 1.227182 2.566994 -6.682728 -0.13 0.18 0.17
```
Positions in Å, forces in eV/Å.

The HOMO-LUMO gap (spin up / spin down) comes out at 5.846 / 4.734 eV. Its LUMO energy (spin up / spin down) is -6.34 / -8.85 eV. The value obtained for the relative energy (zero: lowest compared OMol25 entry of this formula, charge and spin) is 82.75 kcal per mole. As for the spin multiplicity: 5. Its net charge is +2. For the highest occupied orbital energy (spin up / spin down), the calculation gives -12.182 / -13.584 eV. For the energy, the calculation gives -5159.1673 Ha.

A molecular structure, C42H41CdFN5O2. Source: the OMol25 dataset; level of theory: ωB97M-V/def2-TZVPD.

```
92
Properties=species:S:1:pos:R:3:forces:R:3
H 3.540731 -1.033067 -3.682507 -0.01 0.00 0.00
C 2.666974 -0.990698 -3.044621 0.00 -0.02 0.00
C -0.221678 5.672565 -0.320203 0.01 -0.02 0.00
C 0.470417 2.745762 2.799502 0.03 0.03 -0.07
H 2.064858 -0.590977 3.847884 0.01 0.03 0.01
H -5.933941 -2.692265 0.503350 -0.01 0.00 0.00
N 0.686406 -0.744343 1.517605 -0.33 -0.16 0.02
H -1.687572 0.115862 -5.932083 0.01 0.00 -0.01
F 0.198692 -3.336649 0.793398 0.21 0.00 0.17
H 4.224842 -1.408987 -0.103946 0.03 0.00 -0.03
H 1.064095 -5.167459 2.325538 0.00 -0.02 0.00
C -3.199871 -1.767806 -1.268564 0.02 0.02 -0.03
C -3.805404 -0.989504 -3.525685 -0.07 0.02 -0.02
H -2.333289 1.915479 1.449428 0.02 -0.07 0.06
C -2.045758 -0.284270 -4.993718 0.00 -0.01 0.03
H -1.774683 -2.596081 1.536504 -0.04 0.01 -0.01
H 3.612671 1.155163 -4.100135 0.00 0.01 0.02
C -4.555583 -2.001747 -1.001824 -0.07 -0.01 -0.01
H 3.759116 -3.294784 -3.606794 0.02 0.00 -0.03
H -0.538347 -0.253932 4.723484 0.04 0.00 0.02
O 1.082572 -2.426138 -1.968321 0.05 -0.03 0.10
C -3.382192 -0.479020 -4.765185 -0.01 -0.02 0.00
C -1.276830 -0.278861 3.922110 -0.02 -0.03 -0.07
C 1.658731 3.285882 2.339622 -0.03 -0.07 0.01
H -0.065244 -0.473066 -4.107239 0.04 0.01 -0.01
C -2.069077 3.618104 -0.505452 -0.01 0.00 -0.04
H -0.243960 3.381233 3.311222 -0.02 0.00 0.01
H 2.720356 -4.248510 -2.515022 0.02 -0.01 0.02
C 1.122027 -1.749995 2.304794 -0.13 0.13 0.05
H -2.768915 2.794790 -0.569273 0.00 0.02 -0.03
C -2.243849 0.941697 1.931695 -0.05 -0.06 0.06
H -4.123850 -3.114215 2.172403 0.00 -0.01 0.01
H 5.569064 0.001365 1.237057 0.01 -0.01 0.00
C 4.701873 0.423871 1.750078 -0.04 -0.02 -0.02
C 0.142588 1.413367 2.577076 -0.01 0.06 0.01
N 1.236386 0.529586 -1.868169 0.09 0.26 -0.19
H -5.934485 -1.011882 -3.964369 0.00 0.01 -0.01
C 3.461916 0.342764 0.840081 0.06 0.01 0.02
C 2.954644 1.493246 -3.299823 0.00 -0.04 -0.01
C 2.103031 -2.211465 -2.693638 0.03 0.03 -0.11
H -1.087217 -1.172449 3.330265 -0.02 0.02 0.00
C -2.487647 4.896890 -0.166505 -0.01 0.04 0.02
C 0.194054 4.396388 -0.665537 -0.03 0.05 -0.03
C -4.893265 -2.503067 0.266515 -0.02 0.00 -0.02
H 2.332639 -4.825762 4.473289 0.00 -0.02 0.01
N -1.510673 -1.085824 -2.815775 0.03 -0.02 0.12
C 1.048955 0.578277 1.884012 0.12 -0.07 -0.06
H 4.948376 1.439489 2.053944 -0.01 0.05 -0.01
C -5.186593 -1.229356 -3.211177 0.03 -0.01 0.02
H 2.808684 -2.488926 5.191934 0.01 0.01 0.01
H 2.248574 2.230851 -3.675998 -0.01 0.01 -0.02
C -2.578950 -2.453612 0.826079 -0.03 0.04 0.12
C -0.728036 3.357865 -0.762798 0.01 0.06 -0.04
H -1.927432 0.244412 1.163191 -0.04 -0.04 -0.01
O -1.145030 1.030167 -0.870033 -0.02 0.05 -0.05
H 1.234898 4.177070 -0.856938 0.02 -0.02 0.00
H 3.480683 2.872028 1.323765 0.04 -0.01 -0.01
C 0.884306 -3.096452 1.960104 -0.11 -0.09 -0.11
H -4.120648 -0.243493 -5.522960 0.00 0.01 -0.01
C -1.564578 5.929041 -0.070360 -0.01 -0.02 0.01
N 0.894217 1.860851 -1.624611 0.14 -0.06 -0.09
C 2.297744 1.097919 1.496263 0.10 0.05 -0.05
H 4.528669 -0.164855 2.654193 0.00 -0.01 0.02
C 1.839465 -1.596590 3.517742 -0.05 0.03 0.01
C 3.319278 -1.122776 0.436469 0.06 0.00 -0.09
C -1.132960 -0.610479 -3.975745 -0.01 0.01 -0.05
H 0.505718 6.471089 -0.236733 0.01 0.02 0.00
H -1.546424 1.806820 3.732125 0.00 -0.03 0.03
C 1.999744 -3.982975 3.884249 -0.01 0.04 -0.03
Cd 0.013376 -0.926113 -0.674868 -0.16 -0.31 0.14
H 3.237431 -1.771031 1.308997 0.08 0.02 -0.09
H 1.876090 4.338182 2.470739 0.00 0.03 0.00
H -3.227627 0.641291 2.304414 -0.05 -0.01 0.05
C -1.231635 0.990042 3.072214 -0.05 0.00 0.08
H 2.143217 -3.809411 -4.119866 -0.03 -0.03 -0.01
H 2.479655 -1.315079 -0.222547 0.13 -0.01 0.01
H -1.887132 6.925371 0.205357 -0.01 0.03 0.00
H 3.676854 0.903673 -0.077917 0.02 0.00 0.02
H -2.267946 -0.372106 4.374491 -0.02 -0.01 0.02
H 3.550501 1.998831 -2.537153 -0.01 0.03 0.03
C 2.223347 0.325193 -2.684748 0.00 -0.03 0.10
H -6.584658 -1.905511 -1.771272 -0.01 0.00 0.01
N -2.236768 -1.987070 -0.353419 0.05 0.04 0.04
C 2.261197 -2.676623 4.275233 -0.02 -0.02 -0.02
C -0.304904 1.962915 -1.112603 0.01 0.11 0.07
H -3.536130 5.088004 0.029989 -0.01 0.00 0.00
C -2.814548 -1.265672 -2.574737 -0.01 0.00 0.01
C -5.543877 -1.719449 -2.007217 0.04 -0.01 0.00
C 2.737065 -3.464239 -3.270789 0.03 0.01 -0.01
C 2.552903 2.456158 1.699447 0.00 -0.01 -0.01
C 1.294466 -4.177132 2.697863 -0.01 -0.01 -0.06
C -3.904890 -2.737782 1.183167 0.01 0.02 -0.02
```
Positions in Å, forces in eV/Å.

The HOMO-LUMO gap comes out at 5.888 eV. Its LUMO energy is 2.15 eV. The value obtained for the relative energy (zero: lowest compared OMol25 entry of this formula, charge and spin) is 15.02 kcal per mole. Its net charge is -1. For the highest occupied orbital energy, the calculation gives -3.742 eV. For the energy, the calculation gives -2317.0715 Ha.